23
Properties=species:S:1:pos:R:3 method="wB97M-V/def2-TZVPD" gap_ev=11.146 relative_energy_kcal_mol=30.4 homo_ev=-10.22 smiles="[H]/N=C(/C)OC.CCC"
O -1.76687 -0.47295 -0.73816
N -1.91651 0.19650 1.54894
C -1.91855 1.84147 -0.20541
C -1.83071 0.44829 0.32734
C 1.45788 0.01557 -0.15362
C 2.32580 -1.12675 0.36057
C 2.23774 1.31778 -0.26349
C -1.85408 -1.85038 -0.45144
H 3.05316 1.20307 -0.97827
H 1.02875 -0.23963 -1.12639
H -1.92023 2.54190 0.62297
H -1.07702 2.03409 -0.86628
H 1.74083 -2.03614 0.49074
H -0.95469 -2.18747 0.07539
H -2.73029 -2.10034 0.15713
H 2.76476 -0.87511 1.32476
H 1.60375 2.13399 -0.60537
H -2.83296 1.94974 -0.78499
H -1.84859 -0.77749 1.82642
H -1.92525 -2.35914 -1.41161
H 2.67722 1.59090 0.69425
H 3.13385 -1.33527 -0.34053
H 0.55202 0.08737 0.49704


23
Properties=species:S:1:pos:R:3 method="wB97M-V/def2-TZVPD" gap_ev=8.973 relative_energy_kcal_mol=132.6 homo_ev=-8.05
O 2.37531 -0.19962 1.24771
N -1.34374 0.37819 1.55257
C 1.88014 1.05716 1.15021
C 1.97906 1.51478 -1.02090
C -1.17526 -0.67781 -0.85275
C -1.68191 0.35032 0.15620
C -0.22854 -1.78472 -0.46250
C -2.61102 -0.69763 -0.37433
H 1.15883 1.14696 -1.63560
H 2.87887 0.92222 -1.13990
H 0.81033 -1.50622 -0.66244
H 2.69228 1.76789 1.30433
H -0.43159 -2.70161 -1.02114
H -3.40376 -0.41006 -1.05322
H -1.48523 -0.50761 2.01744
H -2.88588 -1.49606 0.30768
H -1.82139 1.34891 -0.24517
H 1.63644 -0.82216 1.25874
H 2.14831 2.58167 -1.13591
H -0.39647 0.71560 1.70874
H -1.02569 -0.29955 -1.85954
H 1.25216 1.34880 0.15996
H -0.32127 -2.02947 0.59979


23
Properties=species:S:1:pos:R:3 method="wB97M-V/def2-TZVPD" gap_ev=8.536 relative_energy_kcal_mol=31.7 homo_ev=-7.74 smiles="CCC/C(C)=C/N.O"
O 3.50555 -0.20653 -0.89114
N -0.03052 2.35497 2.12081
C 0.55402 -0.59593 2.04271
C -0.98778 -0.67917 -0.02393
C -0.51199 1.48235 1.14306
C -0.65627 -0.21259 -1.43466
C -0.34228 0.15307 1.11251
C -1.51683 -0.90630 -2.50267
H -0.60305 -1.69139 0.12873
H 0.39187 -0.39269 -1.67657
H 3.00738 -0.76397 -0.28320
H 0.80042 2.06832 2.61162
H -2.06788 -0.66059 0.12476
H -2.58318 -0.87693 -2.25198
H 0.04802 3.31969 1.84666
H -1.16448 1.90713 0.39823
H 0.01632 -1.22987 2.74884
H 3.15280 -0.37266 -1.77401
H -0.75529 0.86555 -1.54306
H 1.22467 -1.24916 1.48569
H -1.23532 -1.95767 -2.60447
H 1.19296 0.02113 2.67604
H -1.43914 -0.37677 -3.45400


23
Properties=species:S:1:pos:R:3 method="wB97M-V/def2-TZVPD" charge=+1 gap_ev="11.179 / 4.616" relative_energy_kcal_mol=90.3 spin_multiplicity=2 homo_ev="-14.70 / -13.45"
O -0.16626 1.96474 -2.09738
N 2.23402 0.20767 1.57252
C -0.15290 -0.78588 1.27148
C 0.37941 1.69002 1.31868
C -0.60314 -1.61865 0.04437
C -1.35273 -1.53507 -2.19623
C -0.98168 -0.85743 -0.96929
C 0.94421 0.32964 0.90319
H -0.40159 1.60816 2.16684
H 1.26432 0.30175 -0.20535
H 2.33622 0.74760 2.41627
H -1.32120 0.17847 -0.91514
H 0.31736 -1.64635 1.80973
H -1.09388 -2.63665 -2.09068
H -0.19383 2.27845 0.52645
H -1.06440 -0.23765 1.70540
H -0.03240 1.11812 -1.56276
H -0.61245 -2.64509 0.01612
H 2.58223 -0.68808 1.76680
H 1.12024 2.35033 1.57398
H -2.29943 -1.56906 -2.63534
H -0.79319 -1.17358 -3.08925
H -0.10894 2.61853 -1.33039


24
Properties=species:S:1:pos:R:3 method="wB97M-V/def2-TZVPD" gap_ev="6.535 / 6.812" relative_energy_kcal_mol=144.2 homo_ev="-5.93 / -6.22"
O 1.82398 2.31216 -0.69925
O 1.24415 -0.62271 -0.73002
N 0.38387 3.22324 0.93066
C 1.11534 2.09735 0.50407
C -1.12340 -2.53453 -1.36511
C -0.55476 0.73710 -0.13532
C -1.74273 -1.33502 -0.69958
C 0.26874 -0.31085 0.16502
C 0.37805 -0.92945 1.51930
H -0.50084 -3.10962 -0.67008
H 1.34468 -0.68964 1.96895
H 0.96591 3.99196 1.26046
H -0.57963 1.12184 -1.14406
H 2.09007 1.44877 -1.04276
H 1.76022 1.71877 1.30266
H -2.27144 -1.54269 0.22906
H 1.73214 -1.40114 -0.43700
H 0.29271 -2.01586 1.43644
H -1.29612 1.04280 0.58346
H -0.21489 3.57480 0.19205
H -2.35269 -0.72790 -1.36606
H -0.41113 -0.57043 2.17439
H -0.48707 -2.24000 -2.20551
H -1.86515 -3.23895 -1.77178


24
Properties=species:S:1:pos:R:3 method="wB97M-V/def2-TZVPD" gap_ev=8.823 relative_energy_kcal_mol=66.7 homo_ev=-8.03 smiles=CC[C@H](N)[C@@](C)(O)CO
O 0.64918 -2.77300 -0.96293
O -1.09241 -0.67811 -0.85969
N 1.65986 -0.06927 -1.18343
C 1.00734 0.10302 0.05955
C -0.69646 2.41172 -0.68363
C -1.02015 -0.37001 1.56646
C 0.34766 -2.34823 0.35119
C -0.25820 -0.62105 0.28353
C 0.42792 1.88735 0.18544
H 0.25221 2.11006 1.24131
H -0.34213 -0.29021 2.41917
H 1.01106 -0.23013 -1.94829
H -1.62208 0.13291 -0.89365
H -1.60522 0.55139 1.50742
H 1.69658 0.01616 0.89906
H -1.72809 -1.18353 1.75168
H -0.72361 3.51003 -0.69758
H -1.67970 2.10854 -0.30476
H -0.11682 -2.50090 -1.49961
H -0.59506 2.08581 -1.72432
H 1.36091 2.39528 -0.07720
H 1.22596 -2.47925 0.98431
H 2.32902 -0.83570 -1.16096
H -0.48776 -2.93288 0.74691


24
Properties=species:S:1:pos:R:3 method="wB97M-V/def2-TZVPD" charge=+1 gap_ev=9.367 relative_energy_kcal_mol=38.0 homo_ev=-12.33
P 1.65817 -0.02520 0.26046
O 2.81006 0.29076 1.26001
N -1.41475 0.15314 0.51092
C 0.59095 -1.23730 0.97119
C -0.71597 -1.10423 0.16485
C -2.84373 0.07955 0.51318
C 0.59236 1.58522 0.39503
C 2.25358 -0.23766 -1.50312
C -0.80033 1.29837 -0.10229
H -0.88014 1.22338 -1.12822
H -1.49335 2.13285 0.18176
H -1.36517 -1.97026 0.50022
H 2.58982 0.70652 -1.93338
H 3.65522 -0.16527 1.09752
H 0.58458 -0.84818 1.96782
H -3.06429 0.93136 1.04631
H 3.07683 -0.92294 -1.71669
H -3.12974 -0.78213 1.10707
H -0.56098 -1.27665 -0.96755
H -3.33383 0.08808 -0.52767
H 0.47933 1.62489 1.43127
H 1.02462 2.60458 -0.08416
H 1.41016 -0.43192 -2.12559
H 0.86414 -2.31869 0.94396


23
Properties=species:S:1:pos:R:3 method="wB97M-V/def2-TZVPD" gap_ev=9.767 relative_energy_kcal_mol=37.3 homo_ev=-8.77 smiles=CCN[C@H](C)CCS
S -1.11466 3.65738 -1.32414
N -0.52082 -0.47656 -0.05675
C 0.91351 -0.07213 -0.57355
C -1.66890 -2.23294 1.47141
C 0.59239 1.45521 -0.79215
C -0.58947 -1.89376 0.42454
C -0.72580 1.85341 -1.37790
C 2.03808 -0.18764 0.53092
H 1.37252 2.08352 -1.20698
H -1.54270 1.32200 -0.82923
H -0.46381 -2.65669 -0.34101
H 1.13812 -0.76064 -1.30842
H 1.92151 -1.04732 1.20984
H -0.82745 1.56695 -2.41679
H 2.98671 -0.38426 0.05125
H -1.30662 -2.15176 2.47875
H 0.05155 3.89616 -1.84565
H 0.57216 1.76168 0.31251
H -2.10667 -3.22411 1.29273
H 2.11655 0.74695 1.11294
H -2.48260 -1.50395 1.31306
H 0.31463 -1.91340 1.11752
H -0.66822 0.16189 0.75711


23
Properties=species:S:1:pos:R:3 method="wB97M-V/def2-TZVPD" gap_ev=9.619 relative_energy_kcal_mol=12.0 homo_ev=-8.66 smiles=CCN(C)[C@H](C)CS
S -2.30409 -0.90287 0.12654
N 0.69177 0.00215 0.55522
C -0.03821 0.58626 -0.59456
C 0.84898 0.89625 1.66927
C -1.54613 0.71131 -0.29727
C 1.85627 -1.81402 -0.74287
C 1.96229 -0.60193 0.20588
C 0.52313 1.94272 -1.06347
H 0.07819 2.22203 -2.03784
H -1.70245 1.41016 0.46132
H 2.67622 0.11967 -0.25220
H -0.15168 1.40425 1.96382
H 2.43872 -0.92710 1.18146
H 0.07062 -0.12267 -1.39224
H -2.02266 1.10993 -1.22405
H 0.36272 2.75110 -0.33866
H 1.63073 1.87367 -1.24603
H 1.14022 -2.56870 -0.40013
H 1.15679 0.27162 2.49760
H -1.28561 -1.25656 0.91896
H 2.82784 -2.40099 -0.80937
H 1.60857 1.76508 1.51262
H 1.55681 -1.54406 -1.80840


23
Properties=species:S:1:pos:R:3 method="wB97M-V/def2-TZVPD" gap_ev=9.420 relative_energy_kcal_mol=62.4 homo_ev=-8.47 smiles=CCCNCCCS
S -1.45375 0.58018 -3.42718
N -0.54745 -1.17706 0.74591
C 1.54030 0.15927 0.49148
C -1.35993 0.76095 -0.73823
C 0.86737 -0.99624 1.26484
C -1.40127 0.04664 0.70586
C -1.84236 -0.22549 -1.74854
C 2.85645 0.83332 1.14132
H 2.72938 1.69183 1.73354
H 1.28498 -2.06692 0.96500
H 0.99552 1.00904 0.16189
H 1.92541 -0.46938 -0.46446
H -2.84246 -0.67122 -1.59619
H -0.98475 0.84822 1.45271
H -2.34825 0.22288 -4.33808
H -2.49547 -0.15657 0.96369
H -2.00930 1.57733 -0.55340
H -1.13330 -1.89117 1.32889
H 0.83383 -0.73429 2.36251
H -1.23364 -1.31254 -1.68715
H 3.62468 0.92193 0.36008
H -0.24709 0.93153 -0.94570
H 3.24111 0.11777 1.82122